DFT (ωB97M-V/def2-TZVPD) results for a structure of composition C41H34ClCoN2O6Sb.

ORCA input file:
```
! RIJCOSX wB97M-V def2-TZVPD def2/J DEFGRID3
* xyz -2 4
Co -0.18742 -0.18528 1.09600
O -0.04343 -4.11459 0.28806
C 0.01934 -2.96291 0.69914
O -0.82371 -2.02147 0.55470
C 1.27318 -2.56217 1.48838
C 2.10731 -3.50036 2.06753
C 3.18032 -3.06652 2.82539
C 3.40452 -1.70659 2.94765
C 2.53968 -0.83563 2.30901
N 1.48818 -1.25654 1.61095
H 1.88208 -4.54693 1.91484
H 3.83462 -3.77508 3.31773
H 4.23066 -1.31880 3.52703
H 2.67528 0.23833 2.35254
O -0.68409 5.15838 5.60322
C -1.33707 4.95031 4.55123
O -2.26735 5.62898 4.06028
C -0.93936 3.69412 3.73782
C -0.15493 2.76633 4.28878
C 0.21674 1.48020 3.59330
N -0.24926 1.38199 2.20683
C -1.05593 2.39872 1.70149
C -1.42446 3.49884 2.37299
C -1.50484 2.14932 0.27448
O -2.03739 2.99275 -0.42746
O -1.26561 0.92033 -0.14424
H 0.21923 2.92503 5.29633
H 1.31926 1.39144 3.58895
H -2.05248 4.24045 1.90476
C 2.27261 1.78164 -2.11772
C 1.14673 2.32505 -2.96691
C 1.26506 3.59830 -3.51855
C 0.24566 4.15012 -4.28189
C -0.90910 3.41876 -4.50985
C -1.03410 2.14612 -3.96872
C -0.02221 1.58231 -3.19749
Sb -0.17577 -0.35668 -2.24214
C -2.24810 -0.77978 -2.64730
C -3.15834 0.26895 -2.49354
C -4.52142 0.06156 -2.66403
C -4.99106 -1.20837 -2.96147
C -4.09711 -2.26607 -3.05261
C -2.72558 -2.07897 -2.88487
C -1.81848 -3.28461 -2.89238
C 0.80723 -1.40429 -3.92636
C 1.88268 -2.18588 -3.49531
C 2.67133 -2.91543 -4.38004
C 2.38962 -2.86478 -5.73560
C 1.32413 -2.09331 -6.18478
C 0.52701 -1.36436 -5.30360
C -0.62105 -0.55608 -5.85269
H 3.11147 2.47807 -2.09436
H 2.63432 0.82380 -2.50265
H 1.93759 1.61906 -1.08962
H 2.16674 4.17235 -3.33104
H 0.34912 5.15194 -4.68118
H -1.71858 3.84050 -5.09428
H -1.94135 1.58714 -4.15902
H -2.80790 1.25394 -2.20177
H -5.20981 0.88922 -2.53966
H -6.05292 -1.38487 -3.09094
H -4.46965 -3.26951 -3.23433
H -2.40031 -4.20050 -3.00855
H -1.26416 -3.36122 -1.94975
H -1.08912 -3.24047 -3.70103
H 2.10171 -2.23920 -2.43147
H 3.48863 -3.52519 -4.01020
H 2.99064 -3.42529 -6.44276
H 1.09895 -2.06100 -7.24663
H -0.87047 -0.87040 -6.86797
H -0.36832 0.50589 -5.87387
H -1.50904 -0.66017 -5.22618
Cl 2.17438 -1.01357 9.76769
C 1.45816 -0.61921 8.21769
C 0.19786 -1.09933 7.90600
C -0.35597 -0.78018 6.67590
C 0.32204 0.00277 5.74027
C -0.30471 0.26412 4.38956
C 1.58059 0.47834 6.09615
C 2.15203 0.17401 7.32639
H -0.34237 -1.70873 8.61851
H -1.34488 -1.14874 6.42797
H -1.38423 0.38505 4.50299
H -0.15796 -0.63204 3.77214
H 2.12753 1.11516 5.41290
H 3.12718 0.56138 7.59320
*
```

Computed properties:
- ΔE to the lowest compared entry with this formula, charge and spin (eV) = 0.923
- gap between HOMO and LUMO (spin up / spin down) (eV) = 4.99 / 5.03
- calculated total energy (Ha) = -4227.08047

***

DFT (ωB97M-V/def2-TZVPD) results for a structure of composition C41H35AsBrNOs.

ORCA input file:
```
! RIJCOSX wB97M-V def2-TZVPD def2/J DEFGRID3
* xyz 2 5
Os -0.34907 0.13007 1.16107
Br 0.21923 -0.08683 4.28547
C -1.20337 -1.36523 4.33837
C -1.66467 -1.71723 5.58557
C -2.61957 -2.72583 5.71907
C -3.05738 -3.39313 4.60417
C -2.62268 -3.02313 3.31397
C -3.12278 -3.70033 2.18567
C -2.77218 -3.31193 0.91597
C -1.90527 -2.23493 0.74787
C -1.36277 -1.53233 1.82067
C -1.69567 -1.94213 3.14577
H -1.27247 -1.22543 6.46347
H -2.98488 -2.98703 6.70007
H -3.75658 -4.21183 4.69367
H -3.79688 -4.52793 2.33667
H -3.17868 -3.81243 0.05197
H -1.67067 -1.94433 -0.27643
C -1.89577 1.42277 1.88547
C -1.02777 2.56117 1.59987
C -0.92127 3.04967 0.27227
C -0.08157 4.10237 -0.03423
C 0.64803 4.72487 0.97277
C 0.54613 4.27837 2.28607
C -0.26797 3.20737 2.60107
H -2.77068 1.33767 1.23367
H -2.16348 1.31197 2.93437
H -1.59497 2.64377 -0.48073
H -0.01687 4.46647 -1.04943
H 1.26833 5.57527 0.73687
H 1.09453 4.77997 3.06957
H -0.36477 2.88597 3.62627
C 1.27803 -3.75443 -3.40443
C 0.67433 -2.80873 -4.22153
C 0.16713 -1.64423 -3.67693
C 0.25043 -1.42933 -2.30513
C 0.85983 -2.37523 -1.49163
C 1.37722 -3.53533 -2.04013
As -0.44157 0.22607 -1.55073
C -2.19177 0.34937 -2.39853
C -2.87988 -0.83483 -2.66543
C -4.16888 -0.80303 -3.16523
C -4.79428 0.41277 -3.39123
C -4.11768 1.59667 -3.13733
C -2.82648 1.56787 -2.63533
C 0.74523 1.45987 -2.47073
C 2.00563 1.62587 -1.90443
C 2.94572 2.44177 -2.50323
C 2.62662 3.10127 -3.68113
C 1.37643 2.93137 -4.25513
C 0.43503 2.10807 -3.65743
H 1.66473 -4.66553 -3.83243
H 0.60343 -2.97793 -5.28493
H -0.31067 -0.90333 -4.31163
H 0.90463 -2.19693 -0.41773
H 1.85542 -4.26653 -1.40533
H -2.39238 -1.79133 -2.50903
H -4.68718 -1.72603 -3.37723
H -5.80398 0.43977 -3.77153
H -4.59717 2.54587 -3.32623
H -2.30577 2.50227 -2.44923
H 2.24962 1.09207 -0.99073
H 3.91902 2.57067 -2.05203
H 3.35502 3.74487 -4.14883
H 1.12823 3.44717 -5.17063
H -0.53577 1.98027 -4.11863
C 6.13453 -0.23633 1.91227
C 4.66023 -0.22413 1.77487
C 3.93722 0.96677 1.67597
C 2.56603 0.92777 1.52747
N 1.87063 -0.21563 1.47647
C 2.54623 -1.36073 1.62587
C 3.91852 -1.40823 1.75727
H 6.55712 0.75307 1.76717
H 6.58412 -0.92643 1.20147
H 6.40513 -0.58243 2.90837
H 4.44103 1.92047 1.71407
H 2.00032 1.85287 1.44577
H 1.95973 -2.27123 1.63957
H 4.41543 -2.36273 1.84807
*
```

Computed properties:
- gap between HOMO and LUMO (spin up / spin down) (eV) = 7.07 / 5.93
- calculated total energy (Ha) = -6537.96258

***

DFT (ωB97M-V/def2-TZVPD) results for a structure of composition C41H35ClN2PdSi2.

ORCA input file:
```
! RIJCOSX wB97M-V def2-TZVPD def2/J DEFGRID3
* xyz 2 5
C 0.70591 4.24233 1.08539
C 1.42063 3.00342 1.25056
C 1.59554 2.42993 -0.05732
H 1.82406 2.59816 2.17272
C 0.85173 3.24434 -0.98925
C 0.37519 4.39150 -0.27533
H -0.11750 5.24990 -0.72975
H 0.50023 4.95801 1.87944
H 2.19536 1.55819 -0.30449
H 0.76883 3.05244 -2.05669
Pd -0.46878 2.12330 0.45187
Si -0.50844 -1.13480 -0.20596
C 0.38179 -1.37353 1.47711
C -0.16146 -2.29096 2.39244
H -1.16785 -2.69195 2.24122
C 0.61302 -2.76181 3.45681
H 0.23178 -3.57491 4.07944
C 1.87057 -2.20165 3.70990
H 2.48622 -2.58685 4.52477
C 2.33526 -1.14893 2.91243
H 3.28711 -0.66075 3.14255
C 1.58731 -0.73454 1.80156
H 1.96117 0.09976 1.19937
C 0.73251 -0.47235 -1.53650
C 2.10359 -0.78804 -1.50639
H 2.56043 -1.26993 -0.63506
C 2.90399 -0.52119 -2.62300
H 3.94488 -0.86413 -2.63334
C 2.37193 0.14973 -3.72325
H 2.97406 0.28581 -4.62546
C 1.06268 0.62739 -3.67826
H 0.65359 1.20438 -4.51626
C 0.24889 0.32150 -2.58707
H -0.78111 0.69536 -2.56563
H -0.56562 0.35203 0.24642
Si -0.34921 -3.23769 -1.09452
C 0.26646 -3.53517 -2.82662
C 1.26581 -4.48924 -3.08343
H 1.57921 -5.15952 -2.27981
C 1.87807 -4.57011 -4.34131
H 2.66682 -5.30939 -4.49714
C 1.50260 -3.71015 -5.36797
H 2.03159 -3.72244 -6.32015
C 0.44028 -2.83164 -5.15341
H 0.11202 -2.18348 -5.96101
C -0.19581 -2.76313 -3.91464
H -1.04026 -2.08716 -3.75839
C 0.59385 -4.43716 0.00063
C 1.94676 -4.23575 0.30861
H 2.47625 -3.37991 -0.11354
C 2.60081 -5.09963 1.18823
H 3.63771 -4.90606 1.45207
C 1.93690 -6.20053 1.72894
H 2.46632 -6.89218 2.38873
C 0.59236 -6.40266 1.41757
H 0.06156 -7.25212 1.84883
C -0.08772 -5.51989 0.57231
H -1.14964 -5.63611 0.35867
H -1.85879 -3.32196 -0.97307
Cl -2.60998 -0.82577 -0.32323
C -3.45571 4.47699 -1.80628
C -2.48560 3.52274 -1.47533
N -2.22074 3.22637 -0.20215
C -2.84290 3.87657 0.81237
C -3.78177 4.90822 0.54904
C -4.09455 5.17798 -0.80277
C -4.30338 5.62186 1.67271
C -3.87231 5.37470 2.96037
C -2.88582 4.37897 3.25494
C -2.32665 4.13928 4.52561
C -1.32235 3.19811 4.67020
C -0.84743 2.52090 3.54059
N -1.38885 2.72081 2.33946
C -2.39613 3.60738 2.16396
H -3.66179 4.64789 -2.85767
H -1.91147 3.00283 -2.24213
H -4.83157 5.95424 -1.01760
H -5.05771 6.38570 1.47438
H -4.27725 5.94614 3.79996
H -2.69532 4.72340 5.37462
H -0.86899 2.97239 5.62846
H -0.01318 1.81423 3.60590
*
```

Computed properties:
- ΔE to the lowest compared entry with this formula, charge and spin (eV) = 0.000
- gap between HOMO and LUMO (spin up / spin down) (eV) = 6.82 / 4.83
- calculated total energy (Ha) = -2859.27958